Entry 1:
The following is a DFT calculation (the ωB97M-V functional and the def2-TZVPD basis) of C45H39AlClN2O4P2S as an isolated structure.

The calculation puts the orbital gap at 7.96 eV. Its total charge is +1. Its HOMO energy is -10.6 eV.

XYZ file:
```
95
Properties=species:S:1:pos:R:3:mulliken_charge:R:1
Al -0.794 -0.582 1.036 -2.110
C 3.514 5.078 3.376 -1.475
C 2.196 4.401 3.130 0.850
C 1.747 3.398 3.992 -0.776
C 0.534 2.772 3.782 -0.842
C -0.221 3.120 2.667 0.008
C 0.183 4.139 1.816 -0.093
C 1.395 4.768 2.053 -1.037
S -1.835 2.470 2.485 1.732
O -2.466 2.525 3.771 -0.750
O -2.469 3.103 1.358 -0.877
N -1.626 0.859 2.099 0.545
C -2.719 0.033 2.379 0.920
C -3.886 0.227 3.124 -1.211
C -4.719 -0.858 3.285 -0.624
C -4.413 -2.108 2.734 -1.055
C -3.271 -2.214 1.987 0.180
N -2.476 -1.151 1.793 0.798
H 3.675 5.241 4.441 0.391
H 3.566 6.038 2.866 0.398
H 4.336 4.459 3.011 0.281
H 2.351 3.119 4.846 0.451
H 0.164 2.034 4.482 0.791
H -0.443 4.422 0.981 0.534
H 1.718 5.564 1.395 0.430
H -4.109 1.179 3.579 0.672
H -5.623 -0.737 3.868 0.461
H -5.051 -2.965 2.884 0.503
H -2.968 -3.136 1.512 0.417
C 0.755 2.025 -0.792 0.399
C -0.646 1.892 -1.402 -1.685
P -1.254 0.166 -1.266 2.375
C -0.628 -0.744 -2.701 0.771
C -0.176 -2.049 -2.545 -0.075
C 0.264 -2.772 -3.642 -0.765
C 0.257 -2.189 -4.902 -0.578
C -0.200 -0.887 -5.061 -0.944
C -0.648 -0.164 -3.966 -1.074
C -3.053 0.181 -1.506 0.716
C -3.845 1.042 -0.745 -0.171
C -5.221 1.038 -0.905 -0.837
C -5.816 0.175 -1.815 -0.668
C -5.032 -0.693 -2.562 -0.752
C -3.653 -0.695 -2.410 -0.819
P 1.869 0.561 -1.103 0.888
C 3.335 1.360 -1.838 0.249
C 4.339 1.971 -1.090 -0.655
C 5.402 2.594 -1.727 -0.606
C 5.468 2.619 -3.113 -0.560
C 4.471 2.013 -3.865 -0.538
C 3.414 1.378 -3.229 -0.493
C 2.372 0.103 0.587 0.608
C 3.401 -0.832 0.731 -0.714
C 3.706 -1.352 1.976 -0.743
C 2.974 -0.982 3.102 -1.091
C 1.948 -0.069 2.975 -0.315
C 1.651 0.473 1.723 0.628
H 0.645 2.160 0.282 -1.008
H 1.254 2.923 -1.156 1.164
H -0.657 2.182 -2.452 0.869
H -1.360 2.535 -0.881 0.750
H -0.135 -2.489 -1.559 0.226
H 0.618 -3.786 -3.511 0.490
H 0.602 -2.749 -5.760 0.426
H -0.211 -0.432 -6.042 0.453
H -1.027 0.839 -4.118 0.430
H -3.399 1.731 -0.036 0.264
H -5.828 1.716 -0.319 0.498
H -6.889 0.181 -1.945 0.406
H -5.491 -1.366 -3.273 0.461
H -3.052 -1.380 -2.993 0.423
H 4.293 1.961 -0.007 0.440
H 6.181 3.061 -1.139 0.425
H 6.299 3.102 -3.607 0.395
H 4.524 2.023 -4.946 0.425
H 2.648 0.882 -3.816 0.339
H 3.968 -1.145 -0.139 0.519
H 4.510 -2.069 2.073 0.462
H 3.202 -1.417 4.065 0.416
H 1.382 0.242 3.844 0.445
H 0.937 1.293 1.677 -1.218
Cl -1.474 -7.819 -2.320 -0.197
C -0.932 -6.510 -1.327 0.182
C 0.264 -6.627 -0.635 -0.693
C 0.694 -5.576 0.156 -0.903
C -0.055 -4.406 0.242 0.749
C -1.251 -4.307 -0.462 0.820
C -1.700 -5.358 -1.243 -1.083
C 0.468 -3.301 1.107 0.056
O 1.295 -3.480 1.959 -0.638
O -0.063 -2.107 0.847 0.419
H 0.844 -7.536 -0.715 0.469
H 1.614 -5.647 0.719 0.503
H -1.832 -3.395 -0.417 0.278
H -2.629 -5.291 -1.791 0.475
```

=====

Entry 2:
The following is a DFT calculation (the ωB97M-V functional and the def2-TZVPD basis) of C18H14CoNO6S2 as an isolated structure at a distorted geometry.

As for the spin multiplicity: 4. The calculation puts the orbital gap (alpha / beta) at 7.88 / 8.12 eV. As for the expectation value of S²: 3.76. Its total charge is -1. Its HOMO energy (alpha / beta) is -5.0 / -5.2 eV.

XYZ file:
```
42
Properties=species:S:1:pos:R:3:mulliken_charge:R:1
Co 0.352 -0.570 0.159 -0.022
O 1.906 -1.611 1.350 -0.710
S 1.336 -1.041 2.583 1.915
O 1.467 -1.855 3.754 -0.727
O -0.049 -0.620 2.254 -0.717
C 2.191 0.499 2.973 -0.112
C 2.862 0.474 4.191 -0.532
C 3.484 1.607 4.692 -0.521
C 3.439 2.787 3.980 -0.544
C 2.792 2.830 2.754 -0.562
C 2.163 1.706 2.230 -0.119
S 1.523 1.920 0.555 1.727
O 2.070 0.762 -0.172 -0.693
O 1.999 3.203 0.125 -0.731
O 0.063 1.777 0.611 -0.663
H 2.872 -0.453 4.745 0.514
H 3.996 1.561 5.646 0.373
H 3.916 3.679 4.367 0.369
H 2.778 3.735 2.164 0.508
N -1.714 0.038 0.093 -0.184
C -2.690 -0.656 -0.652 0.283
C -3.887 -1.052 -0.068 -0.745
C -4.836 -1.752 -0.801 -0.547
C -4.588 -2.057 -2.131 -0.667
C -3.378 -1.675 -2.702 -0.636
C -2.409 -0.980 -1.983 0.573
C -1.057 -0.716 -2.582 0.564
C -0.965 -0.262 -3.897 -0.548
C 0.266 -0.210 -4.536 -0.640
C 1.387 -0.680 -3.867 -0.613
C 1.267 -1.110 -2.548 -0.723
C 0.063 -1.090 -1.813 0.367
H -1.956 0.238 1.052 0.314
H -1.365 0.872 -0.363 0.495
H -4.076 -0.799 0.971 0.357
H -5.765 -2.050 -0.330 0.362
H -5.316 -2.607 -2.714 0.370
H -3.150 -1.954 -3.724 0.445
H -1.864 0.056 -4.418 0.435
H 0.346 0.185 -5.542 0.353
H 2.355 -0.676 -4.356 0.354
H 2.169 -1.454 -2.048 0.280
```

=====

Entry 3:
The following is a DFT calculation (the ωB97M-V functional and the def2-TZVPD basis) of a 2-piece molecular cluster, C2H4OS2 overall at a distorted geometry.

As for the SMILES: OC=S.C=S. The calculation puts the orbital gap at 8.48 eV. Its total charge is 0. Its HOMO energy is -8.8 eV.

XYZ file:
```
9
Properties=species:S:1:pos:R:3:mulliken_charge:R:1
O -1.751 -1.279 2.755 -0.413
C -1.025 -0.535 1.895 0.068
S 0.131 -1.307 1.096 -0.354
H -1.627 -2.231 2.733 0.328
H -1.296 0.431 1.981 0.371
C 1.860 0.953 -2.716 -0.365
S 2.603 1.252 -4.123 -0.185
H 0.925 0.375 -2.841 0.254
H 2.364 1.273 -1.881 0.295
```

=====

Entry 4:
The following is a DFT calculation (the ωB97M-V functional and the def2-TZVPD basis) of a 6-piece molecular cluster, C17H25Cl4FO12 overall at a distorted geometry.

As for the SMILES: O=C1OC[C@@H](F)O1.C[C@H]1COC(=O)O1.C[C@H]1COC(=O)O1.C[C@H]1COC(=O)O1.ClCCl.ClCCl. The calculation puts the orbital gap at 10.24 eV. Its total charge is 0. Its HOMO energy is -10.3 eV.

XYZ file:
```
59
Properties=species:S:1:pos:R:3:mulliken_charge:R:1
O -6.357 2.196 -3.453 -0.569
C -5.396 2.504 -2.744 0.623
O -5.260 3.782 -2.242 -0.329
C -4.245 3.783 -1.232 -0.385
C -3.575 2.411 -1.470 0.355
F -3.513 2.013 -0.181 -0.224
O -4.522 1.704 -2.217 -0.305
H -3.600 4.655 -1.345 0.282
H -4.600 3.894 -0.208 0.226
H -2.576 2.426 -1.906 0.321
C -3.091 -2.386 2.112 -1.473
C -3.195 -1.232 3.029 0.718
C -3.131 0.089 2.208 0.329
O -4.470 0.616 2.572 -0.357
C -5.049 -0.117 3.544 0.534
O -6.052 0.231 4.170 -0.595
O -4.414 -1.315 3.646 -0.395
H -2.111 -2.536 1.659 0.224
H -3.764 -2.204 1.274 0.409
H -3.479 -3.291 2.580 0.385
H -2.422 -1.296 3.795 0.239
H -2.936 -0.033 1.143 -0.177
H -2.395 0.689 2.743 0.131
C 4.717 -2.259 -1.500 -1.088
C 4.029 -1.059 -2.218 0.325
C 3.742 -1.149 -3.745 -0.444
O 2.354 -1.113 -3.860 -0.388
C 1.725 -1.056 -2.678 0.388
O 0.553 -1.112 -2.434 -0.474
O 2.691 -1.076 -1.713 0.077
H 5.805 -2.211 -1.555 0.430
H 4.429 -3.238 -1.884 0.379
H 4.442 -2.207 -0.446 -0.040
H 4.572 -0.131 -2.039 0.232
H 4.220 -2.091 -4.014 0.287
H 4.279 -0.364 -4.276 0.327
C 1.176 -3.105 0.711 -1.278
C 1.701 -2.352 1.928 0.393
C 2.702 -1.239 1.694 0.170
O 2.316 -0.357 2.668 -0.378
C 1.036 -0.508 2.986 0.601
O 0.421 0.241 3.755 -0.588
O 0.569 -1.552 2.380 -0.181
H 0.516 -3.892 1.074 0.408
H 2.011 -3.599 0.213 0.410
H 0.727 -2.398 0.014 0.153
H 2.125 -3.038 2.662 0.265
H 2.544 -0.861 0.684 -0.167
H 3.727 -1.607 1.665 0.278
Cl -0.303 2.482 1.406 -0.172
C 0.283 1.398 0.080 0.069
Cl -1.026 0.419 -0.438 -0.154
H 0.608 2.017 -0.756 0.383
H 1.174 0.845 0.378 -0.186
Cl 5.034 4.291 -2.971 -0.158
C 4.082 3.979 -1.532 -0.424
Cl 3.388 2.379 -1.430 -0.026
H 4.571 4.311 -0.617 0.340
H 3.214 4.624 -1.672 0.264
```

=====

Number 1: E_tot -3932.1719 Eh. Number 2: E_tot -3379.7885 Eh. Number 3: E_tot -950.1378 Eh. Number 4: E_tot -3506.2691 Eh.